Record 1
Entry from the Open Molecules 2025 dataset: one molecule with the formula C2H4NP (ωB97M-V with the def2-TZVPD basis set).

Multiplicity = 3
Energy above the lowest of the compared OMol25 structures with the same formula, charge and spin = 3.273 eV

Cartesian coordinates (Å):
C -0.910 1.402 1.601
C -0.359 -0.195 -0.461
N -0.604 0.696 0.615
P 0.890 -1.441 -0.252
H -0.682 2.456 1.723
H -1.207 -0.553 -1.010
H 2.131 -0.795 -0.648
H 0.742 -1.571 -1.567

***

Record 2
Entry from the Open Molecules 2025 dataset: one molecule with the formula C2H4NPS (ωB97M-V with the def2-TZVPD basis set).

SMILES = C/C=N\P=S
Energy above the lowest of the compared OMol25 structures with the same formula, charge and spin = 1.553 eV

Cartesian coordinates (Å):
C 1.147 -0.448 -0.086
C 0.392 0.772 0.086
N -1.059 0.842 0.263
P -2.232 -0.138 0.731
S -3.416 -0.387 -0.766
H 0.991 -1.106 0.655
H 2.312 -0.282 -0.099
H 0.921 -0.981 -1.111
H 0.945 1.728 0.326

***

Record 3
Entry from the Open Molecules 2025 dataset: one molecule with the formula C2H4NPS (ωB97M-V with the def2-TZVPD basis set).

Multiplicity = 3
Energy above the lowest of the compared OMol25 structures with the same formula, charge and spin = 2.504 eV

Cartesian coordinates (Å):
C 0.006 1.016 1.559
C -0.671 -0.025 -0.703
N 0.883 1.357 0.687
P 1.087 0.665 -0.797
S -1.195 -0.220 1.150
H -0.111 1.453 2.546
H -1.311 0.769 -0.946
H -0.846 -0.869 -1.486
H 1.690 -0.498 -0.570

***

Record 4
Entry from the Open Molecules 2025 dataset: a 2-piece molecular cluster, C2H4NS overall (ωB97M-V with the def2-TZVPD basis set).

Charge = +1
Energy above the lowest of the compared OMol25 structures with the same formula, charge and spin = 4.212 eV

Cartesian coordinates (Å):
C -0.808 0.410 0.193
C -0.031 -0.358 -0.694
N 0.621 0.190 0.565
S -1.256 -1.346 0.087
H -1.243 1.371 0.354
H 0.522 -0.695 -2.303
H 1.416 0.861 0.527
H 0.780 -0.434 1.272

***

Record 5
Entry from the Open Molecules 2025 dataset: C2H4NaO2Tl as an isolated structure (ωB97M-V with the def2-TZVPD basis set).

Charge = +1
Multiplicity = 2
DFT total energy = -15334.6683 eV

Cartesian coordinates (Å):
O -0.387 -0.814 0.476
C -0.280 0.146 -0.543
C 0.787 1.150 -0.232
O 1.673 0.896 0.567
H -1.248 0.685 -0.589
H -0.156 -0.103 -1.616
H 0.833 2.056 -0.867
Tl 1.652 -1.097 1.513
Na -1.352 -2.890 -0.129
H -1.522 -0.030 1.419

***

Record 6
Entry from the Open Molecules 2025 dataset: a 2-piece molecular cluster, C2H4O2 overall (ωB97M-V with the def2-TZVPD basis set).

SMILES = C=O.C=O
Energy above the lowest of the compared OMol25 structures with the same formula, charge and spin = 2.360 eV

Cartesian coordinates (Å):
C -2.312 0.255 -0.789
O -1.490 0.002 0.054
H -3.174 0.903 -0.558
H -2.223 -0.153 -1.811
C 1.392 -0.144 0.334
O 2.584 -0.146 0.481
H 0.726 0.085 1.181
H 0.891 -0.360 -0.622

***

Record 7
Entry from the Open Molecules 2025 dataset: one molecule with the formula C2H4O2 (ωB97M-V with the def2-TZVPD basis set).

SMILES = CC(=O)O
Energy above the lowest of the compared OMol25 structures with the same formula, charge and spin = 0.044 eV

Cartesian coordinates (Å):
C -0.967 0.018 -0.013
C 0.504 0.275 -0.017
O 1.026 1.354 -0.015
O 1.227 -0.879 -0.029
H -1.201 -0.546 0.931
H -1.251 -0.638 -0.846
H -1.480 0.978 -0.077
H 2.142 -0.563 0.067

***

Record 8
Entry from the Open Molecules 2025 dataset: a 2-piece molecular cluster, C2H4O2P overall (ωB97M-V with the def2-TZVPD basis set).

Charge = -1
Energy above the lowest of the compared OMol25 structures with the same formula, charge and spin = 2.879 eV

Cartesian coordinates (Å):
C -1.760 0.265 0.742
C -1.076 -0.491 -0.072
O 2.408 0.617 0.824
O 2.427 -1.436 -0.646
P 1.890 -0.082 -0.377
H -2.783 0.279 0.718
H -1.403 1.066 1.362
H -1.648 -0.982 -0.862
H 1.947 0.762 -1.688

***

Record 9
Entry from the Open Molecules 2025 dataset: an isolated ion of composition C2H4O2P and charge -1 (ωB97M-V with the def2-TZVPD basis set).

Charge = -1
SMILES = O=C([O-])CP
Energy above the lowest of the compared OMol25 structures with the same formula, charge and spin = 1.418 eV

Cartesian coordinates (Å):
O 0.803 1.470 -0.381
C -0.346 1.062 -0.581
O -1.168 1.531 -1.353
C -0.532 -0.558 -0.010
P 0.877 -1.159 0.966
H -0.497 -1.125 -0.993
H -1.665 -0.636 0.274
H 0.866 -0.135 1.942
H 1.662 -0.450 0.136

***

Record 10
Entry from the Open Molecules 2025 dataset: an isolated ion of composition C2H4O2P and charge -1 (ωB97M-V with the def2-TZVPD basis set).

Charge = -1
SMILES = C=C[P@@H](=O)[O-]
Energy above the lowest of the compared OMol25 structures with the same formula, charge and spin = 0.021 eV

Cartesian coordinates (Å):
C 1.263 0.381 0.638
C 0.048 -0.045 0.695
P -0.869 -0.350 -0.820
O -0.054 -0.194 -2.046
O -1.644 -1.573 -0.556
H 1.788 0.871 1.390
H 1.808 0.191 -0.236
H -0.599 -0.179 1.539
H -1.741 0.896 -0.604

***

Record 11
Entry from the Open Molecules 2025 dataset: one molecule with the formula C2H4O2S (ωB97M-V with the def2-TZVPD basis set).

Energy above the lowest of the compared OMol25 structures with the same formula, charge and spin = 3.619 eV

Cartesian coordinates (Å):
C -0.349 -0.088 -2.025
C 0.427 -0.408 1.605
O -0.555 1.652 0.228
O 0.340 -0.771 -2.696
S 0.373 0.629 -0.142
H -1.147 0.595 -2.415
H 0.146 -1.411 1.296
H -0.558 0.027 1.932
H 1.322 -0.226 2.217

***

Record 12
Entry from the Open Molecules 2025 dataset: a 2-piece molecular cluster, C2H4O2S overall (ωB97M-V with the def2-TZVPD basis set).

Multiplicity = 3
Energy above the lowest of the compared OMol25 structures with the same formula, charge and spin = 0.081 eV

Cartesian coordinates (Å):
C -0.007 -0.641 1.243
C 0.250 -0.102 -0.121
O 0.624 3.032 2.498
O -0.536 -0.023 2.109
S -0.601 3.098 3.337
H 0.395 -1.677 1.425
H -0.116 0.894 -0.128
H -0.478 -0.427 -0.700
H 1.255 -0.262 -0.431